Here is a cluster of 2 separate species, C10H15NO2 in total in a non-equilibrium geometry from the Open Molecules 2025 dataset. Energies are from wB97M-V/def2-TZVPD.

- multiplicity = 1
- total energy (a.u.) = -595.2855
- SMILES = Cc1ccc(O)cc1.CCC(N)=O
- gap between HOMO and LUMO (eV) = 9.26
- highest occupied orbital energy (eV) = -8.507
- energy above the lowest of the compared OMol25 structures with the same formula, charge and spin (kcal per mole) = 12.6

Last column: natural (NBO) charge in e.
Atoms and positions in Å:
1 C 1.14 0.94 -1.33  -0.51
2 C 1.56 1.05 -2.81  -0.62
3 C -0.11 1.70 -1.02  0.68
4 O -0.12 2.47 -0.09  -0.63
5 N -1.19 1.64 -1.86  -0.83
6 H 1.06 -0.13 -1.11  0.24
7 H 1.92 1.33 -0.69  0.24
8 H 2.65 1.15 -2.83  0.22
9 H 1.23 1.96 -3.33  0.21
10 H -2.05 2.08 -1.62  0.40
11 H -1.22 0.97 -2.62  0.39
12 H 1.29 0.20 -3.42  0.21
13 C -0.83 1.09 2.70  -0.63
14 C -1.31 -0.43 0.70  -0.18
15 C -0.65 -0.15 1.92  -0.04
16 C -1.04 -1.57 -0.02  -0.27
17 C 0.36 -1.01 2.28  -0.18
18 C 0.06 -2.39 0.35  0.28
19 C 0.74 -2.12 1.50  -0.29
20 O 0.23 -3.52 -0.41  -0.70
21 H -2.10 0.23 0.37  0.21
22 H -1.72 -1.88 -0.79  0.22
23 H -0.17 1.93 2.49  0.25
24 H -0.64 0.88 3.76  0.21
25 H 0.75 -0.94 3.29  0.21
26 H 1.59 -2.70 1.84  0.22
27 H 0.37 -4.33 0.08  0.49
28 H -1.82 1.57 2.67  0.22



Here is a structure of composition C10H15NOSi in a non-equilibrium geometry from the Open Molecules 2025 dataset. Energies are from wB97M-V/def2-TZVPD.

- multiplicity = 1
- total energy (a.u.) = -809.4956
- gap between HOMO and LUMO (eV) = 8.49
- highest occupied orbital energy (eV) = -7.735
- energy above the lowest of the compared OMol25 structures with the same formula, charge and spin (kcal per mole) = 0.0

Last column: natural (NBO) charge in e.
Atoms and positions in Å:
1 C 3.76 1.82 0.42  -0.24
2 C 2.89 1.35 1.38  -0.18
3 C 3.56 1.39 -0.89  -0.19
4 C 1.90 0.47 1.03  -0.28
5 C 2.59 0.50 -1.25  -0.27
6 C 1.75 0.06 -0.28  0.31
7 C -1.61 1.62 -0.16  0.11
8 C -0.45 2.57 -0.11  -0.73
9 C -1.73 -1.39 1.27  -1.12
10 C -1.70 -1.63 -1.79  -1.15
11 N -2.82 1.97 -0.34  -0.70
12 O 0.72 -0.78 -0.55  -0.87
13 Si -0.92 -0.71 -0.37  1.71
14 H 4.39 2.66 0.71  0.22
15 H 2.98 1.67 2.39  0.21
16 H 4.24 1.66 -1.68  0.21
17 H 1.14 0.11 1.77  0.22
18 H 2.44 0.22 -2.33  0.23
19 H 0.00 2.80 0.89  0.24
20 H -0.73 3.54 -0.49  0.23
21 H 0.47 2.16 -0.49  0.23
22 H -1.21 -2.45 1.46  0.23
23 H -1.36 -0.81 2.05  0.23
24 H -2.80 -1.31 1.31  0.25
25 H -2.03 -2.57 -1.38  0.24
26 H -2.63 -1.05 -1.90  0.24
27 H -1.32 -1.84 -2.72  0.25
28 H -3.59 1.31 -0.41  0.35



Here is a structure of composition C10H15O2 in a non-equilibrium geometry from the Open Molecules 2025 dataset. Energies are from wB97M-V/def2-TZVPD.

- net charge = +1
- multiplicity = 3
- total energy (a.u.) = -540.0405
- gap between HOMO and LUMO (alpha / beta) (eV) = 6.69 / 6.77
- highest occupied orbital energy (alpha / beta) (eV) = -9.992 / -14.218
- energy above the lowest of the compared OMol25 structures with the same formula, charge and spin (kcal per mole) = 40.9

Last column: natural (NBO) charge in e.
Atoms and positions in Å:
1 C 2.34 0.27 -0.09  0.87
2 C -0.95 0.93 1.55  -0.44
3 C -0.71 1.38 -0.91  -0.20
4 C 0.56 -1.06 1.06  -0.42
5 C 0.64 -0.65 -1.64  -0.36
6 C -1.68 -0.70 -0.27  -0.40
7 C -0.74 1.88 0.32  -0.14
8 C 1.40 -0.88 -0.28  -0.36
9 C -0.87 -0.57 1.05  -0.22
10 C -0.86 0.01 -1.38  -0.25
11 O 3.54 -0.11 -0.06  -0.55
12 O 2.02 1.51 0.09  -0.59
13 H 4.06 0.68 0.13  0.52
14 H -1.88 1.14 1.96  0.25
15 H -0.76 2.14 -1.70  0.22
16 H 0.77 1.55 0.31  0.45
17 H 0.43 -2.12 1.32  0.25
18 H 1.05 -0.68 1.96  0.23
19 H 1.19 0.13 -2.16  0.22
20 H 0.52 -1.42 -2.34  0.24
21 H -1.92 -1.66 -0.62  0.23
22 H -2.58 -0.13 -0.21  0.22
23 H -0.96 2.90 0.55  0.23
24 H 1.91 -1.82 -0.49  0.28
25 H -1.37 -1.10 1.88  0.24
26 H -1.36 -0.12 -2.28  0.24
27 H -0.13 0.97 2.26  0.24



Here is a structure of composition C10H15O4PRu in a non-equilibrium geometry from the Open Molecules 2025 dataset. Energies are from wB97M-V/def2-TZVPD.

- net charge = +3
- multiplicity = 6
- total energy (a.u.) = -1125.7480
- gap between HOMO and LUMO (alpha / beta) (eV) = 6.57 / 4.91
- highest occupied orbital energy (alpha / beta) (eV) = -18.305 / -22.223
- energy above the lowest of the compared OMol25 structures with the same formula, charge and spin (kcal per mole) = 14.1

Last column: natural (NBO) charge in e.
Atoms and positions in Å:
1 Ru 0.09 -1.21 -2.15  0.62
2 O -0.15 1.44 -3.67  -0.20
3 C -0.05 0.48 -3.03  0.46
4 C 1.72 -2.07 -1.59  0.48
5 O 2.69 -2.63 -1.29  -0.20
6 C -1.68 -1.91 -1.90  0.48
7 O -2.75 -2.37 -1.83  -0.23
8 C 0.13 -2.01 -3.93  0.43
9 O 0.10 -2.36 -5.04  -0.20
10 C 2.65 0.27 0.88  -0.61
11 C 1.28 -0.27 1.27  -0.71
12 P -0.06 -0.11 0.02  0.97
13 C -1.52 -0.71 0.95  -0.66
14 C -1.69 -0.32 2.41  -0.61
15 C -0.33 1.70 -0.19  -0.67
16 C -0.45 2.59 1.04  -0.61
17 H 3.13 -0.36 0.12  0.22
18 H 3.29 0.25 1.77  0.31
19 H 2.61 1.30 0.52  0.23
20 H 1.36 -1.35 1.48  0.28
21 H 0.93 0.22 2.19  0.28
22 H -2.40 -0.41 0.37  0.28
23 H -1.46 -1.81 0.88  0.32
24 H -1.90 0.75 2.54  0.28
25 H -2.55 -0.88 2.81  0.35
26 H -0.82 -0.59 3.02  0.26
27 H 0.50 2.06 -0.82  0.32
28 H -1.24 1.79 -0.80  0.27
29 H 0.42 2.51 1.70  0.25
30 H -0.48 3.63 0.69  0.34
31 H -1.36 2.40 1.61  0.27